(1)
Entry from OMol25: a molecular structure, C60H65N5O2PS3SbV (ωB97M-V with the def2-TZVPD basis set).

ΔE to the lowest compared entry with this formula, charge and spin ... 128.28 kJ/mol
Charge ... +2
Orbital gap (spin up / spin down) ... 6.57 / 6.68 eV
HOMO (spin up / spin down) ... -11.9 / -11.9 eV
Multiplicity ... 2

Structure (XYZ):
```
138
C60H65N5O2PS3SbV | OMol25 | ωB97M-V with the def2-TZVPD basis set
V -0.6470 -0.8499 0.4052
O 0.6246 0.5554 -0.1101
C 0.4888 0.4925 1.1066
C 1.1630 1.0056 2.2976
C 2.5393 0.8573 2.4807
C 3.0869 1.2407 3.6900
C 2.2789 1.7462 4.7044
C 0.9115 1.8952 4.5173
C 0.3462 1.5456 3.3003
P -1.3507 1.6967 2.6659
C -2.4889 1.6411 4.0786
C -2.4441 2.5308 5.1545
C -3.3575 2.4127 6.1895
C -4.3287 1.4175 6.1569
C -4.3841 0.5346 5.0902
C -3.4667 0.6453 4.0532
C -1.3870 3.4282 2.0466
C -2.4143 4.3114 2.3756
C -2.4487 5.5871 1.8252
C -1.4699 5.9887 0.9300
C -0.4597 5.1042 0.5737
C -0.4217 3.8316 1.1188
H 3.1534 0.4440 1.6912
H 4.1521 1.1378 3.8508
H 2.7200 2.0328 5.6511
H 0.2926 2.2718 5.3197
H -1.7143 3.3309 5.1724
H -3.3169 3.1045 7.0209
H -5.0485 1.3433 6.9619
H -5.1428 -0.2374 5.0593
H -3.5157 -0.0327 3.2054
H -3.1986 4.0075 3.0551
H -3.2495 6.2648 2.0954
H -1.4965 6.9844 0.5051
H 0.3013 5.4105 -0.1342
H 0.3795 3.1626 0.8252
C -0.5128 -3.9518 0.9881
N -1.2448 -2.6762 1.1768
C -1.1421 -2.2579 2.6031
C -2.6743 -2.9093 0.8250
C -3.3881 -1.6040 0.6360
C -4.7767 -1.5197 0.6926
C -5.4046 -0.3264 0.3739
C -4.6435 0.7829 0.0078
C -3.2615 0.7014 -0.0033
C -2.6071 -0.4902 0.3192
H -1.0507 -4.7585 1.4906
H 0.4814 -3.8851 1.4139
H -0.4400 -4.1796 -0.0738
H -1.4906 -3.0562 3.2590
H -1.7567 -1.3711 2.7829
H -0.1030 -2.0353 2.8548
H -3.1466 -3.5415 1.5816
H -2.6896 -3.4590 -0.1175
H -5.3614 -2.3899 0.9746
H -6.4850 -0.2600 0.4058
H -5.1272 1.7157 -0.2568
H -2.6823 1.5790 -0.2665
C 2.5899 -2.2152 -1.3604
C 2.3953 -2.4825 0.1005
O 1.5084 -1.9372 0.7658
C 3.3026 -3.4271 0.7778
C 3.4836 -3.3161 2.1589
C 4.3198 -4.1934 2.8243
C 4.9633 -5.2044 2.1194
C 4.7857 -5.3227 0.7465
C 3.9682 -4.4312 0.0736
H 2.0467 -1.3249 -1.6477
H 2.2233 -3.0696 -1.9383
H 3.6486 -2.0827 -1.5818
H 2.9734 -2.5215 2.6912
H 4.4756 -4.0930 3.8908
H 5.6048 -5.9016 2.6427
H 5.2942 -6.1060 0.1996
H 3.8298 -4.5378 -0.9959
C -4.8100 -4.3626 -3.0271
C -4.6949 -3.1662 -3.9651
N -3.3595 -3.0441 -4.5714
C -2.3162 -2.4468 -4.0065
S -2.5786 -1.6403 -2.4696
N -1.1421 -2.4252 -4.5930
C -0.7820 -3.1515 -5.8108
C -0.4443 -4.6134 -5.5319
H -5.8211 -4.4162 -2.6212
H -4.1091 -4.2711 -2.1963
H -4.6037 -5.2936 -3.5570
H -4.9136 -2.2381 -3.4375
H -5.4070 -3.2593 -4.7812
H -3.2037 -3.5283 -5.4407
H -0.4092 -1.9424 -4.0894
H 0.0767 -2.6352 -6.2314
H -1.5912 -3.0615 -6.5369
H 0.3501 -4.6806 -4.7874
H -0.0966 -5.0988 -6.4438
H -1.3112 -5.1622 -5.1594
N 4.3474 3.6485 -1.7474
C 3.5868 2.5433 -1.8132
N 2.4232 2.6607 -2.4816
S 4.0696 1.1011 -1.0991
H 4.1229 4.4813 -2.2678
H 5.2655 3.5689 -1.3513
H 2.1402 3.5139 -2.9401
H 1.8157 1.8649 -2.5149
S -0.7242 -0.8881 -2.0037
Sb -1.1969 2.7317 -2.7873
C -1.6589 1.5415 -4.5367
C -0.6303 1.1280 -5.3856
C -0.9072 0.4343 -6.5580
C -2.2168 0.0875 -6.8655
C -3.2404 0.4251 -5.9894
C -2.9646 1.1559 -4.8373
C -3.0977 3.7161 -2.5939
C -3.8021 4.1257 -3.7277
C -4.9585 4.8817 -3.5980
C -5.4199 5.2424 -2.3366
C -4.7125 4.8597 -1.2068
C -3.5526 4.1014 -1.3367
C -0.3817 4.4506 -3.8389
C -0.7596 5.7247 -3.4089
C -0.3293 6.8573 -4.0875
C 0.4838 6.7356 -5.2069
C 0.8835 5.4773 -5.6319
C 0.4622 4.3426 -4.9447
H 0.4039 1.3558 -5.1450
H -0.1023 0.1808 -7.2392
H -2.4393 -0.4340 -7.7895
H -4.2627 0.1450 -6.2171
H -3.7799 1.4439 -4.1839
H -3.4380 3.8712 -4.7167
H -5.4928 5.2056 -4.4828
H -6.3227 5.8318 -2.2368
H -5.0544 5.1557 -0.2220
H -2.9971 3.8323 -0.4424
H -1.4058 5.8391 -2.5457
H -0.6438 7.8380 -3.7501
H 0.8048 7.6168 -5.7481
H 1.5131 5.3747 -6.5076
H 0.7923 3.3717 -5.2940
```

***

(2)
Entry from OMol25: a molecular structure, C60H66AuBN8P (ωB97M-V with the def2-TZVPD basis set).

Charge ... +1
Orbital gap ... 6.20 eV
HOMO ... -9.5 eV

Structure (XYZ):
```
137
C60H66AuBN8P | OMol25 | ωB97M-V with the def2-TZVPD basis set
Au -0.0435 -0.0291 -0.0416
C 2.5838 0.3559 1.4959
N 1.9619 1.2773 0.5667
C 2.6559 1.5679 -0.6730
C 1.6630 1.6330 -1.7924
N 0.4976 1.0159 -1.8260
C -0.0858 1.3284 -3.0507
C -1.3198 0.9865 -3.5844
C -1.6313 1.4988 -4.8280
C -0.7372 2.3154 -5.5365
C 0.4953 2.6524 -5.0198
C 0.7958 2.1435 -3.7627
N 1.8860 2.3180 -2.9287
C 1.5078 -0.1907 2.3747
N 0.2207 -0.2353 2.0424
C -0.4361 -0.8489 3.1177
C -1.7803 -1.1176 3.3268
C -2.1289 -1.7137 4.5216
C -1.1691 -2.0367 5.4913
C 0.1696 -1.7625 5.2976
C 0.5057 -1.1547 4.0961
N 1.7226 -0.7300 3.5807
H 3.4105 0.7770 2.0790
H 2.9256 -0.4936 0.8946
H 1.6476 2.1213 1.0313
H 3.3408 0.7510 -0.9033
H 3.2330 2.4967 -0.6309
H -2.0024 0.3571 -3.0301
H -2.5857 1.2681 -5.2743
H -1.0260 2.6961 -6.5066
H 1.1816 3.2890 -5.5617
H 2.7394 2.8033 -3.1504
H -2.5137 -0.8695 2.5745
H -3.1671 -1.9456 4.7148
H -1.4851 -2.5092 6.4111
H 0.9114 -2.0010 6.0475
H 2.6179 -0.7827 4.0375
N 1.6612 -1.4283 -0.7274
P 2.7242 -2.3331 -1.3622
C 2.3266 -3.2218 -2.9033
C 1.0995 -3.0380 -3.5219
C 0.8572 -3.6282 -4.7608
C 1.8223 -4.4171 -5.3623
C 3.0462 -4.6190 -4.7362
C 3.2986 -4.0132 -3.5199
C 3.3469 -3.6663 -0.2619
C 2.9699 -4.9932 -0.4435
C 3.2721 -5.9577 0.5104
C 3.9659 -5.6109 1.6578
C 4.3560 -4.2911 1.8514
C 4.0414 -3.3312 0.9035
C 4.2361 -1.4761 -1.9806
C 5.5314 -1.6296 -1.4964
C 6.5832 -0.8950 -2.0373
C 6.3563 -0.0153 -3.0830
C 5.0715 0.1235 -3.5983
C 4.0254 -0.5980 -3.0489
H 0.3486 -2.4278 -3.0275
H -0.0878 -3.4733 -5.2569
H 1.6252 -4.8759 -6.3225
H 3.8027 -5.2347 -5.2049
H 4.2649 -4.1448 -3.0449
H 2.4240 -5.2778 -1.3345
H 2.9653 -6.9840 0.3535
H 4.2067 -6.3634 2.3972
H 4.9186 -4.0176 2.7357
H 4.3508 -2.3052 1.0703
H 5.7375 -2.3402 -0.7079
H 7.5851 -1.0261 -1.6496
H 7.1791 0.5397 -3.5143
H 4.8955 0.7753 -4.4460
H 3.0266 -0.5085 -3.4668
C -5.0880 -2.6243 -3.4539
C -3.6469 -2.1129 -3.3390
C -3.0543 -2.0146 -4.7427
C -2.8156 -3.0236 -2.4466
C -2.5269 -4.2900 -2.9445
C -1.7956 -5.2067 -2.2143
C -1.3866 -4.8775 -0.9385
C -1.6927 -3.6429 -0.3735
C -1.4515 -3.4781 1.1081
C -0.0242 -3.7903 1.5419
C -2.4457 -4.3710 1.8596
C -2.3662 -2.6941 -1.1525
N -2.7659 -1.4291 -0.5719
B -2.1010 -0.2546 -0.0782
N -3.1178 0.6673 0.3596
C -4.3453 0.0284 0.1058
C -4.1412 -1.1839 -0.4201
C -3.1644 1.9596 1.0100
C -2.6933 3.1007 0.3472
C -2.8699 4.3465 0.9419
C -3.5189 4.4864 2.1505
C -4.0035 3.3597 2.7826
C -3.8404 2.0880 2.2418
C -4.4356 0.9442 3.0485
C -5.9680 1.0104 3.0690
C -3.9112 0.9590 4.4892
C -2.1092 3.0708 -1.0475
C -0.8049 3.8650 -1.1279
C -3.1212 3.6010 -2.0670
H -5.7090 -1.9089 -3.9953
H -5.5453 -2.8028 -2.4818
H -5.1108 -3.5693 -3.9994
H -3.6774 -1.1130 -2.9060
H -3.1657 -2.9556 -5.2829
H -1.9980 -1.7636 -4.7179
H -3.5786 -1.2540 -5.3192
H -2.8793 -4.5595 -3.9319
H -1.5740 -6.1823 -2.6269
H -0.8714 -5.6163 -0.3382
H -1.6587 -2.4440 1.3711
H 0.2366 -4.8303 1.3407
H 0.0714 -3.6407 2.6213
H 0.6908 -3.1506 1.0261
H -2.2093 -5.4225 1.6860
H -3.4719 -4.1989 1.5283
H -2.3931 -4.1896 2.9324
H -5.2786 0.5213 0.3095
H -4.8686 -1.9292 -0.6853
H -2.5207 5.2317 0.4276
H -3.6664 5.4667 2.5841
H -4.5325 3.4652 3.7205
H -4.1546 -0.0033 2.5938
H -6.3054 1.8548 3.6724
H -6.3844 0.1013 3.5055
H -6.3942 1.1335 2.0737
H -4.3190 1.8033 5.0457
H -2.8243 1.0270 4.5262
H -4.2172 0.0512 5.0108
H -1.8997 2.0371 -1.3061
H -0.9511 4.9062 -0.8440
H -0.4212 3.8612 -2.1495
H -0.0486 3.4416 -0.4627
H -3.3688 4.6441 -1.8608
H -4.0476 3.0248 -2.0348
H -2.7144 3.5381 -3.0781
```

***

(3)
Entry from OMol25: a molecular structure, C60H69N2O27Pb2 (ωB97M-V with the def2-TZVPD basis set).

Charge ... -1
Orbital gap ... 5.94 eV
HOMO ... -4.9 eV

Structure (XYZ):
```
160
C60H69N2O27Pb2 | OMol25 | ωB97M-V with the def2-TZVPD basis set
Pb -30.6732 12.0520 22.6577
Pb -29.2459 10.2580 15.4315
O -28.6828 7.6283 19.4781
H -28.5974 7.3824 18.4619
H -28.6171 8.5860 19.6672
H -29.5417 7.2757 19.8399
C -30.2846 5.6685 16.7436
C -31.5574 5.3151 16.2393
C -31.8845 5.7016 14.8191
O -32.8962 5.3307 14.2529
C -30.9953 6.5600 14.1239
C -29.8702 7.1077 14.7083
C -29.5594 6.7236 16.1867
O -28.8413 7.5121 16.9093
O -29.2110 8.0774 14.2011
O -32.1837 4.4743 16.8289
H -29.9524 5.3073 17.7116
H -31.1596 6.7420 13.0697
C -32.4429 9.3171 24.5996
C -31.2698 9.8430 24.1091
C -30.3888 8.9829 23.2544
O -29.4696 9.6372 22.5935
C -30.6211 7.6391 23.0170
C -31.6781 6.9831 23.7330
C -32.7628 7.9173 24.3712
O -33.8633 7.4436 24.5575
O -31.8841 5.8014 23.7826
O -30.9036 11.0721 24.3523
H -33.1090 9.9885 25.1232
H -29.9969 6.9581 22.4488
C -28.6296 14.3188 17.8496
C -28.7492 14.4893 19.2141
C -28.7425 13.3294 20.1812
O -28.7760 13.4975 21.4326
C -28.5821 12.0299 19.6968
C -28.6355 11.7373 18.3281
C -28.5711 12.9913 17.3228
O -28.7513 12.7030 16.1313
O -28.6446 10.5705 17.8307
O -28.7741 15.6426 19.7160
H -28.5567 15.1396 17.1519
H -28.6841 11.1951 20.3884
C -31.9163 9.8817 13.0260
O -30.9332 10.8085 13.5172
C -30.6077 11.8278 12.5718
C -29.1718 12.4205 12.7448
N -28.2757 11.3553 13.2334
C -26.9578 11.8335 13.6611
C -26.1326 10.6391 14.1568
O -26.6426 10.0032 15.2896
C -25.7936 9.0801 15.9107
H -31.4358 9.0759 12.4815
H -32.5765 10.4481 12.3680
H -32.5060 9.5267 13.8634
H -31.3385 12.5994 12.8385
H -30.7740 11.5187 11.5354
H -29.3638 13.1482 13.5409
H -28.7168 13.0149 11.9482
H -28.2359 10.6961 12.4609
H -26.9460 12.6311 14.4032
H -26.5459 12.3293 12.7684
H -25.1183 11.0536 14.2467
H -26.0227 9.9275 13.3269
H -26.2942 8.5163 16.6934
H -24.9715 9.6054 16.4143
H -25.3356 8.3455 15.2420
C -32.4112 14.0285 20.2263
O -31.7324 14.0448 21.4709
C -32.2170 15.1020 22.3055
C -31.4011 15.2702 23.5752
N -31.3328 14.1016 24.4160
C -30.4418 14.3025 25.5756
C -28.9322 14.2921 25.3134
O -28.5774 13.2399 24.4577
C -27.2020 12.9063 24.5552
H -31.9051 13.2394 19.6635
H -32.3201 14.9607 19.6707
H -33.4835 13.7961 20.2223
H -33.2611 14.8183 22.5308
H -32.3335 16.0093 21.7064
H -31.5771 16.2312 24.0679
H -30.3940 15.4134 23.1618
H -32.1708 13.7267 24.8529
H -30.5524 13.5323 26.3446
H -30.7198 15.1984 26.1476
H -28.4526 14.3186 26.2943
H -28.5978 15.1944 24.7865
H -26.9422 12.8290 25.6097
H -26.5961 13.5899 23.9576
H -26.9634 11.9202 24.1529
C -26.9878 15.4561 23.3838
C -26.2366 14.9512 24.4279
C -26.4469 15.4713 25.6998
C -27.4733 16.3858 25.9204
C -28.2101 16.8650 24.8512
C -28.0767 16.3002 23.5907
O -28.9143 16.6965 22.5981
O -25.6083 15.1298 26.7677
H -26.8762 15.0862 22.3662
H -25.3727 14.3157 24.2809
H -27.6702 16.6676 26.9480
H -28.9494 17.6442 25.0063
H -28.6234 16.2309 21.7867
H -25.3263 16.0056 27.0613
C -24.1060 12.5533 22.4019
C -22.9110 12.6066 23.1056
C -22.1650 11.4641 23.3353
C -22.5884 10.2280 22.8540
C -23.6758 10.1773 21.9934
C -24.4465 11.3165 21.8370
O -25.5500 11.2755 21.0334
O -20.9858 11.5162 24.0865
H -24.6942 13.4396 22.2091
H -22.4793 13.5345 23.4674
H -21.9676 9.3755 23.0995
H -24.1128 9.2793 21.5740
H -26.1630 12.0107 21.1284
H -21.1236 10.9686 24.8662
C -29.8447 19.4327 16.3721
C -30.1965 18.1760 16.8641
C -30.9358 18.0682 18.0227
C -31.5945 19.1815 18.5211
C -31.2943 20.4376 18.0073
C -30.3497 20.5630 16.9756
O -29.9368 21.7994 16.6215
O -31.1315 16.7982 18.5583
H -29.1255 19.5524 15.5701
H -29.7706 17.2562 16.4840
H -32.2768 19.1922 19.3634
H -31.9383 21.2692 18.2698
H -30.1157 22.5351 17.2024
H -30.3529 16.6392 19.1315
C -26.9468 21.3162 18.4293
C -26.8136 19.9837 18.0471
C -27.5674 18.9920 18.6317
C -28.4614 19.3953 19.6124
C -28.6758 20.7092 19.9812
C -27.8450 21.6716 19.4121
O -27.8717 22.9643 19.8602
O -27.5202 17.7042 18.2601
H -26.2718 22.0367 17.9911
H -26.0871 19.7611 17.2738
H -28.9690 18.6332 20.2011
H -29.2673 20.8723 20.8733
H -28.5982 23.1217 20.4670
H -27.9888 17.0250 18.8086
C -26.1172 15.4638 13.2179
C -25.4877 15.6568 14.4391
C -26.1086 16.4595 15.3753
C -27.2858 17.1429 15.1037
C -27.8526 16.9935 13.8519
C -27.3148 16.0976 12.9385
O -27.9115 15.8613 11.7040
O -25.5299 16.7188 16.5616
H -25.6754 14.9103 12.3981
H -24.5241 15.1959 14.5968
H -27.7079 17.8949 15.7504
H -28.8112 17.3877 13.5153
H -28.2538 16.7082 11.3944
H -26.1744 16.9396 17.2729
```